1.
26
Properties=species:S:1:pos:R:3:forces:R:3 method="wB97M-V/def2-TZVPD" multiplicity=3 s_squared=2.005 homo_ev="-6.818 / -8.824" gap_ev="7.4 / 7.1" e_tot_ha=-637.5781 fmax_ha_per_bohr=0.082 lumo_energy_ev="0.6 / -1.7"
Pt -0.14224 0.24168 0.09088 -2.0 -0.6 -3.7
C 0.43285 -0.46225 -2.61187 0.1 -0.3 1.7
H 1.31161 -0.39754 -1.82763 -2.0 -0.7 -1.3
H -0.04334 -1.45652 -2.83489 1.7 0.6 -0.4
H 0.74781 0.22980 -3.36322 0.2 -0.4 -1.3
H -0.50694 -0.00062 -2.29063 0.2 0.6 0.8
H -1.64116 1.01064 0.21468 0.6 -1.1 -0.4
B 2.79898 0.36456 1.92851 -0.6 -0.8 0.8
N 2.10495 -1.06168 1.64964 -1.3 -0.3 -0.4
C 2.39799 -2.26696 2.15194 0.9 1.0 0.6
C 1.48962 -3.20381 1.76205 -1.7 0.0 -1.5
C 0.57258 -2.51741 0.92229 1.1 0.4 0.9
N 0.95925 -1.22435 0.90730 0.5 -1.5 -0.2
N 1.57617 1.29656 2.27215 -1.7 0.3 -0.1
C 1.38982 2.17505 3.26598 1.1 -0.2 0.3
C 0.12231 2.67340 3.24620 -1.4 0.7 -0.2
C -0.51539 2.05940 2.16395 1.1 0.1 1.0
N 0.36970 1.22503 1.64272 1.4 2.1 1.7
H 3.50945 0.71184 1.03838 -0.2 0.2 -0.4
H 3.42360 0.21693 2.95870 -0.1 0.1 -0.2
H 3.25213 -2.33080 2.80281 0.1 -0.2 0.0
H 1.42523 -4.23379 1.98983 0.2 -0.7 0.3
H -0.32611 -2.82193 0.35545 0.8 0.2 0.6
H 2.20397 2.35134 3.92945 0.3 0.2 0.4
H -0.37014 3.39998 3.85807 0.3 0.2 0.4
H -1.50439 2.12756 1.70935 0.5 0.1 0.6

=====

2.
24
Properties=species:S:1:pos:R:3:forces:R:3 method="wB97M-V/def2-TZVPD" homo_ev=-9.369 gap_ev=9.3 e_above_lowest_kj_mol=0.0 e_tot_ha=-3321.2818 fmax_ha_per_bohr=0.084 lumo_energy_ev=-0.1
C 3.04377 3.64774 -0.15050 2.7 0.2 1.3
C -3.42807 -3.56991 0.62299 -0.1 0.8 -0.1
C -0.99308 -3.54943 -0.08396 1.1 0.2 -0.6
C 2.35579 2.28987 -0.19334 -1.5 3.0 -0.8
C -2.26921 -2.86468 -0.03788 -1.0 4.2 -0.3
C 0.83663 2.55089 -0.26570 0.8 1.9 -0.1
C -0.04699 1.35885 -0.21486 0.5 -1.9 -0.3
O -2.34944 -1.65200 -0.41263 -0.1 -3.9 1.0
F 0.56059 3.24303 0.93372 -0.3 0.0 0.1
Br -0.38307 0.64837 -1.98593 0.0 0.3 0.4
I 0.77823 -0.28094 1.09014 -0.3 0.7 -0.4
H 2.54515 4.36193 0.54528 0.3 -0.4 -0.9
H 4.13503 3.56848 0.25691 -1.8 -0.2 -0.3
H 3.29310 4.03374 -1.12748 -0.7 0.5 -0.4
H -4.19860 -3.62075 -0.17725 0.1 -0.2 0.9
H -3.12823 -4.54707 1.04218 -0.4 0.4 -0.4
H -3.74055 -2.88287 1.44835 -0.1 -0.7 -0.7
H -0.86466 -4.29974 0.62671 -0.3 -1.7 1.1
H -0.24987 -2.84518 0.19264 0.8 0.9 -0.3
H -0.74917 -3.95380 -1.04903 0.0 -0.1 -0.6
H 2.68052 1.72453 -1.00220 0.6 -1.2 -1.5
H 2.54660 1.80376 0.69262 0.3 -1.3 1.9
H -0.94018 1.49848 0.34444 -0.8 0.4 -0.2
H 0.56570 3.33669 -1.09522 0.3 -1.9 1.2